Record 1
A molecular structure, C12H20AsMoS4Sb2 in a non-equilibrium geometry. Source: the OMol25 dataset; level of theory: ωB97M-V with the def2-TZVPD basis set.

## Properties
Highest occupied orbital energy: -11.505 eV
Net charge: +1
DFT total energy: -4846.26006 a.u.
HOMO-LUMO gap: 0.2597 hartree
E_LUMO: -4.439 eV

Geometry (Å):
Mo  -0.233  0.941  0.523
C  3.291  0.012  -1.440
Sb  2.518  0.585  0.438
C  3.625  2.345  0.846
C  3.353  -0.808  1.844
C  3.618  -0.130  3.159
C  4.845  0.502  3.351
C  5.137  1.190  4.516
C  4.190  1.250  5.527
C  2.978  0.602  5.362
C  2.672  -0.096  4.193
C  1.352  -0.820  4.128
Sb  -0.213  0.361  3.282
C  -1.949  -0.692  3.856
C  -0.211  2.053  4.546
H  4.365  0.183  -1.438
H  2.810  0.617  -2.206
H  3.080  -1.040  -1.619
H  4.685  2.111  0.917
H  3.287  2.785  1.781
H  3.457  3.048  0.031
H  4.272  -1.186  1.396
H  2.657  -1.639  1.928
H  5.593  0.439  2.568
H  6.101  1.666  4.638
H  4.403  1.775  6.449
H  2.255  0.611  6.170
H  1.010  -1.065  5.134
H  1.397  -1.751  3.565
H  -1.955  -0.815  4.938
H  -1.951  -1.665  3.371
H  -2.823  -0.129  3.537
H  -0.461  1.741  5.558
H  -0.947  2.769  4.186
H  0.778  2.507  4.532
S  -2.357  2.028  1.104
As  -1.984  2.148  -1.001
S  -0.921  -0.508  -0.783
S  0.017  2.869  -0.907
S  -3.218  2.151  -2.588

These are the natural (NBO) partial charges, in e, on atoms 1 to 4: -0.3026 -0.9634 1.2948 -0.9744


Record 2
A molecular structure, C27H42BeIN8O9P. Source: the OMol25 dataset; level of theory: ωB97M-V with the def2-TZVPD basis set.

## Properties
Highest occupied orbital energy: -9.364 eV
DFT total energy: -2823.50240 a.u.
HOMO-LUMO gap: 0.3409 hartree
E_LUMO: -0.088 eV

Geometry (Å):
Be  -0.227  -0.030  0.431
O  4.365  1.167  3.641
C  4.915  0.816  2.490
O  6.107  0.857  2.303
C  3.994  0.371  1.409
C  4.417  -0.004  0.154
N  3.312  -0.322  -0.550
N  2.201  -0.186  0.167
C  2.584  0.241  1.351
C  1.490  0.499  2.337
O  1.782  0.882  3.471
O  0.293  0.336  1.915
H  3.370  1.065  3.632
H  5.413  -0.056  -0.252
H  3.225  -0.670  -1.492
N  -3.236  -1.309  -0.398
C  -3.030  -0.487  0.635
O  -2.006  0.179  0.765
C  -4.085  -0.386  1.703
I  -6.075  -0.192  0.962
H  -2.450  -1.517  -0.995
H  -4.050  -1.900  -0.432
H  -4.049  -1.283  2.317
H  -3.879  0.484  2.314
O  -0.088  1.227  -0.621
P  -0.778  2.524  -0.935
N  0.250  3.257  -1.990
C  0.117  4.658  -2.412
C  1.560  5.118  -2.596
C  2.263  3.846  -3.069
C  1.614  2.746  -2.231
N  -1.069  3.599  0.267
C  0.102  4.141  0.993
C  -0.147  3.764  2.447
C  -1.667  3.865  2.578
C  -2.208  3.437  1.205
N  -2.264  2.251  -1.586
C  -2.292  1.266  -2.694
C  -3.587  1.589  -3.426
C  -3.674  3.107  -3.290
C  -3.243  3.329  -1.843
H  -0.423  5.241  -1.665
H  -0.431  4.728  -3.358
H  1.976  5.448  -1.641
H  1.643  5.940  -3.306
H  3.342  3.877  -2.929
H  2.062  3.683  -4.130
H  2.147  2.598  -1.288
H  1.582  1.785  -2.744
H  0.136  5.228  0.869
H  1.031  3.726  0.599
H  0.378  4.427  3.134
H  0.178  2.743  2.641
H  -1.966  4.890  2.799
H  -2.048  3.222  3.370
H  -3.039  4.071  0.891
H  -2.540  2.401  1.210
H  -2.248  0.249  -2.309
H  -1.431  1.410  -3.356
H  -4.434  1.121  -2.918
H  -3.572  1.243  -4.459
H  -4.668  3.507  -3.490
H  -2.966  3.583  -3.973
H  -4.099  3.210  -1.172
H  -2.811  4.313  -1.665
C  2.666  -3.643  0.616
C  2.306  -3.833  -0.854
C  0.802  -3.702  -1.217
C  0.602  -4.151  -2.667
C  -0.845  -4.045  -3.138
C  0.050  -4.628  -0.291
O  -0.001  -5.828  -0.446
N  -0.532  -4.024  0.791
C  -0.734  -2.655  0.990
O  -1.387  -2.315  1.958
N  -0.234  -1.777  0.059
C  0.406  -2.230  -1.066
O  0.704  -1.454  -1.964
H  3.748  -3.573  0.728
H  2.326  -4.484  1.221
H  2.234  -2.730  1.030
H  2.616  -4.828  -1.181
H  2.840  -3.110  -1.474
H  0.940  -5.184  -2.742
H  1.241  -3.533  -3.297
H  -1.506  -4.653  -2.515
H  -0.945  -4.400  -4.163
H  -1.186  -3.008  -3.115
H  -0.987  -4.621  1.468

These are the Löwdin partial charges, in e, on atoms 1 to 4: 0.0994 0.1229 -0.5081 0.0915


Record 3
3 unconnected molecules or ions with the total composition C36H51BrINO16PS2 in a non-equilibrium geometry. Source: the OMol25 dataset; level of theory: ωB97M-V with the def2-TZVPD basis set.

## Properties
Highest occupied orbital energy: -11.715 eV
Net charge: +1
DFT total energy: -6669.78420 a.u.
HOMO-LUMO gap: 0.3028 hartree
E_LUMO: -3.475 eV

Geometry (Å):
C  -1.851  2.289  6.097
C  -0.650  1.598  5.369
C  -0.470  1.836  3.816
I  -0.531  4.015  3.673
C  -1.239  0.943  2.754
P  -2.245  -0.297  3.944
O  -2.722  -1.693  3.171
Br  -4.308  0.498  4.433
C  -2.301  1.589  1.819
C  -3.277  2.702  2.264
C  -3.158  3.940  1.339
O  -3.329  3.829  0.176
O  -2.914  5.196  1.848
C  -3.890  6.158  1.461
C  -3.866  6.862  0.100
O  -4.705  6.417  2.246
O  -3.152  0.471  1.422
C  -2.485  -0.218  0.388
S  -3.587  -1.636  -0.023
C  -3.917  -1.677  -1.829
O  -3.228  -2.969  0.405
O  -4.886  -1.325  0.540
C  -0.906  -0.414  0.588
S  -0.207  -1.927  -0.153
C  1.534  -1.881  -0.684
O  -0.859  -1.958  -1.465
O  -0.434  -3.226  0.429
N  -0.273  0.149  1.866
C  0.858  1.047  1.308
C  0.655  2.469  0.773
C  0.941  2.541  -0.789
C  2.473  2.460  -1.044
C  2.933  2.263  -2.527
C  2.045  1.336  -3.417
C  1.061  2.256  -4.215
O  1.769  3.125  -5.094
C  1.514  4.495  -4.804
C  0.604  -0.808  2.653
C  0.240  -2.156  3.310
O  1.483  -2.892  3.468
C  1.981  -2.703  4.746
O  2.868  -1.989  4.996
H  -2.369  1.501  6.684
H  -2.617  2.728  5.441
H  -1.555  3.057  6.829
H  0.197  2.178  5.810
H  -0.407  0.586  5.733
H  0.629  1.736  3.743
H  -2.248  -1.927  2.358
H  -1.952  1.959  0.827
H  -4.315  2.358  2.069
H  -3.284  2.977  3.328
H  -4.318  6.166  -0.633
H  -2.841  7.118  -0.227
H  -4.493  7.767  0.141
H  -2.682  0.443  -0.494
H  -4.808  -1.047  -2.009
H  -3.081  -1.286  -2.427
H  -4.199  -2.719  -2.038
H  -0.577  0.281  -0.218
H  2.262  -1.414  -0.001
H  1.824  -2.934  -0.862
H  1.652  -1.378  -1.668
H  1.393  0.519  0.490
H  1.696  1.107  2.029
H  -0.262  3.048  0.926
H  1.450  3.137  1.166
H  0.625  3.568  -1.073
H  0.313  1.853  -1.384
H  2.944  1.700  -0.379
H  2.891  3.431  -0.700
H  3.126  3.250  -2.980
H  3.930  1.773  -2.474
H  1.405  0.661  -2.818
H  2.645  0.715  -4.080
H  0.334  1.637  -4.785
H  0.450  2.850  -3.500
H  2.105  5.085  -5.525
H  0.430  4.712  -4.909
H  1.794  4.778  -3.765
H  1.482  -1.053  2.018
H  1.114  -0.294  3.495
H  -0.097  -1.982  4.359
H  -0.490  -2.866  2.904
H  1.492  -3.232  5.601
C  0.848  -2.465  -7.433
C  1.480  -1.701  -6.545
C  1.100  -1.712  -5.114
O  1.683  -1.006  -4.305
C  -0.007  -2.604  -4.706
C  -0.640  -3.370  -5.593
C  -0.262  -3.360  -7.027
O  -0.835  -4.057  -7.833
H  1.112  -2.470  -8.483
H  2.293  -1.041  -6.824
H  -0.269  -2.598  -3.657
H  -1.453  -4.029  -5.313
C  2.485  -6.596  0.952
C  2.646  -5.283  1.101
C  3.986  -4.659  1.035
O  4.124  -3.457  1.179
C  5.146  -5.547  0.793
C  4.989  -6.861  0.642
C  3.646  -7.489  0.709
O  3.501  -8.683  0.571
H  1.513  -7.070  0.997
H  1.814  -4.612  1.280
H  6.117  -5.071  0.748
H  5.824  -7.526  0.466

These are the Löwdin partial charges, in e, on atoms 1 to 4: -0.1911 -0.3896 -0.5987 1.1669


Record 4
A molecular structure, C20H28AuN5O2P2. Source: the OMol25 dataset; level of theory: ωB97M-V with the def2-TZVPD basis set.

## Properties
Highest occupied orbital energy: -15.029 eV
Net charge: +2
DFT total energy: -2020.90932 a.u.
HOMO-LUMO gap: 0.3061 hartree
E_LUMO: -6.701 eV

Geometry (Å):
Au  -0.905  -2.525  1.512
C  2.417  -2.096  1.138
P  0.862  -1.863  0.249
C  0.971  -0.106  -0.323
N  2.191  0.113  -0.755
C  2.519  1.280  -1.359
C  3.840  1.498  -1.814
C  4.130  2.673  -2.447
C  3.134  3.666  -2.651
C  1.856  3.480  -2.213
C  1.535  2.271  -1.550
N  0.294  2.062  -1.070
C  -0.006  0.930  -0.468
P  -1.651  1.282  0.227
C  -2.462  2.483  -0.815
C  -1.527  1.864  1.956
C  -1.026  0.746  2.865
C  -2.919  2.336  2.398
C  -0.531  3.035  1.963
C  0.889  -2.850  -1.320
C  0.629  -4.310  -0.942
C  2.230  -2.741  -2.044
C  -0.247  -2.328  -2.209
H  3.251  -1.755  0.531
H  2.523  -3.157  1.366
H  2.396  -1.545  2.076
H  4.588  0.733  -1.660
H  5.135  2.851  -2.803
H  3.396  4.584  -3.159
H  1.089  4.228  -2.359
H  -1.989  3.455  -0.705
H  -3.509  2.533  -0.519
H  -2.376  2.164  -1.853
H  -1.737  -0.081  2.926
H  -0.913  1.153  3.871
H  -0.054  0.355  2.556
H  -3.669  1.543  2.352
H  -3.269  3.187  1.817
H  -2.854  2.656  3.439
H  0.479  2.720  1.701
H  -0.498  3.436  2.977
H  -0.830  3.847  1.300
H  1.365  -4.689  -0.229
H  0.710  -4.917  -1.846
H  -0.370  -4.468  -0.533
H  3.050  -3.131  -1.441
H  2.472  -1.722  -2.339
H  2.171  -3.345  -2.951
H  -1.211  -2.329  -1.691
H  -0.350  -2.970  -3.085
H  -0.041  -1.318  -2.569
N  -2.747  -2.942  2.413
C  -3.899  -2.481  2.062
N  -4.276  -1.481  1.247
C  -3.453  -0.759  0.693
N  -2.703  -0.006  0.158
O  -3.424  -3.925  3.187
O  -4.671  -3.326  2.743

These are the natural (NBO) partial charges, in e, on atoms 1 to 4: 0.4276 -0.9605 0.9669 -0.0309


Among the records above, which one has the lowest highest occupied orbital energy?
C20H28AuN5O2P2


The highest E_LUMO belongs to which entry?
C27H42BeIN8O9P


Look up the DFT total energy of the third one.
-6669.78420 a.u.